# CH22MnO16P

CH22MnO16P as an isolated structure in a non-equilibrium geometry (ωB97M-V/def2-TZVPD, the Open Molecules 2025 dataset).

## Properties
largest force on an atom = 6.02 eV/A
molecular weight = 376.1 g mol⁻¹
spin multiplicity = 6
orbital gap (spin up / spin down) = 4.126 / 4.191 eV
LUMO (spin up / spin down) = -5.49 / -5.50 eV
highest occupied orbital energy (spin up / spin down) = -9.619 / -9.688 eV
total charge = +1

XYZ file:
```
41
Properties=species:S:1:pos:R:3:mulliken_spin:R:1
O -1.49 0.38 -3.01 -0.003
H -0.79 1.03 -3.01 0.000
H -1.95 0.31 -2.02 0.011
H -2.15 0.65 -3.68 -0.001
O 2.66 1.45 1.11 -0.001
H 2.48 2.09 0.41 0.000
H 2.41 0.48 0.91 0.001
H 2.28 1.72 2.00 0.000
O -1.38 2.90 0.31 -0.002
H -1.07 2.02 0.62 0.006
H -2.43 2.83 -0.04 -0.001
H -0.88 3.23 -0.44 0.000
O 2.66 -0.22 -2.16 0.000
H 2.52 -0.65 -1.26 0.000
H 2.71 -0.82 -2.93 0.000
H 2.12 0.57 -2.30 0.000
Mn -2.34 -0.62 0.72 4.829
C 0.23 -0.61 0.30 -0.028
O -0.29 0.34 1.02 -0.002
O -0.59 -1.38 -0.28 0.033
O 1.52 -0.72 0.16 -0.004
P -3.93 1.34 -0.35 -0.024
O -2.72 0.50 -0.93 0.047
O -3.72 2.86 -0.45 0.001
O -3.77 0.75 1.12 0.107
O -5.28 0.88 -0.75 0.005
O 0.93 1.83 2.98 -0.001
H 0.40 2.17 3.71 0.000
H 0.33 1.26 2.46 -0.001
O 4.36 -1.19 0.55 0.000
H 3.69 -1.88 0.45 0.000
H 4.62 -1.26 1.48 0.000
O -0.72 -2.67 -2.83 0.000
H -0.02 -3.33 -2.86 0.000
H -0.79 -2.43 -1.89 0.004
O -2.03 -1.21 2.84 0.021
H -2.51 -1.86 3.36 -0.001
H -1.23 -1.02 3.34 0.004
O 2.21 -3.47 0.72 0.000
H 1.90 -2.56 0.83 0.000
H 2.04 -3.68 -0.21 0.000
```

# C16H18ClN3O

C16H18ClN3O as an isolated structure in a non-equilibrium geometry (ωB97M-V/def2-TZVPD, the Open Molecules 2025 dataset).

## Properties
largest force on an atom = 16.15 eV/A
energy above the lowest of the compared OMol25 structures with the same formula, charge and spin = 974.7 kJ/mol
molecular weight = 303.8 g mol⁻¹
spin multiplicity = 1
orbital gap = 7.284 eV
LUMO = -0.87 eV
highest occupied orbital energy = -8.158 eV

XYZ file:
```
39
Properties=species:S:1:pos:R:3:nbo_charge:R:1
C 5.49 1.55 -0.98 -0.609
H 6.17 1.63 -0.15 0.232
H 5.86 0.69 -1.55 0.217
C 4.00 1.55 -0.77 -0.483
C 3.59 0.27 0.03 0.703
O 4.31 -0.48 0.60 -0.580
N 2.19 0.29 0.78 -0.439
C 1.16 1.26 0.04 -0.205
H 1.47 2.06 -0.58 0.219
C 0.22 0.31 -0.60 -0.265
N -0.34 -0.51 0.31 -0.471
C -1.63 -1.18 -0.04 0.303
C -1.69 -2.81 -0.28 -0.271
C -2.97 -3.02 -0.41 0.014
N -4.07 -2.39 -0.65 -0.402
C -4.01 -1.10 -0.11 0.141
C -5.08 -0.44 -0.19 -0.256
C -5.10 0.98 0.20 0.066
C -3.76 1.73 0.48 -0.246
C -2.74 0.93 0.65 -0.144
C -2.75 -0.46 0.01 -0.185
H -1.91 1.42 1.06 0.225
H -3.87 2.76 0.94 0.233
Cl -6.56 2.05 0.29 -0.009
H -6.04 -0.59 -0.77 0.260
H -3.04 -4.14 -0.68 0.166
H -0.86 -3.49 -0.19 0.247
C 0.85 -1.39 0.67 -0.187
H 0.37 -2.36 1.49 0.164
C 1.86 -0.72 1.53 -0.287
H 2.72 -1.15 1.68 0.247
H 1.33 -0.29 2.23 0.194
H 1.35 -1.98 -0.13 0.197
H -0.69 0.81 -0.97 0.206
H 0.65 -0.15 -1.46 0.176
H 0.73 1.88 1.08 0.190
H 3.72 2.54 -0.44 0.234
H 3.37 1.52 -1.41 0.197
H 5.69 2.41 -1.72 0.206
```

# C3H7BrF2N

A 2-piece molecular cluster, C3H7BrF2N overall in a non-equilibrium geometry (ωB97M-V/def2-TZVPD, the Open Molecules 2025 dataset).

## Properties
largest force on an atom = 5.71 eV/A
energy above the lowest of the compared OMol25 structures with the same formula, charge and spin = 232.9 kJ/mol
molecular weight = 175.0 g mol⁻¹
spin multiplicity = 1
orbital gap = 9.185 eV
LUMO = -4.18 eV
highest occupied orbital energy = -13.361 eV
total charge = +1

XYZ file:
```
14
Properties=species:S:1:pos:R:3:nbo_charge:R:1
C -0.47 -1.25 0.34 -0.371
C 0.30 -0.01 0.58 -0.301
C -2.69 -0.85 0.00 0.589
N 0.26 0.83 -0.62 -0.706
F -2.74 -1.34 -1.22 -0.323
F -3.39 -1.60 0.86 -0.302
Br -3.14 1.00 -0.03 0.066
H -0.85 -1.94 0.96 0.253
H -0.34 -1.54 -0.67 0.197
H 0.03 0.61 1.59 0.272
H 1.37 -0.38 0.67 0.251
H 0.86 0.31 -1.32 0.457
H 0.45 1.84 -0.62 0.464
H -0.75 0.91 -0.86 0.454
```

# C31H31IMoN5O5Se

C31H31IMoN5O5Se as an isolated structure in a non-equilibrium geometry (ωB97M-V/def2-TZVPD, the Open Molecules 2025 dataset).

## Properties
largest force on an atom = 1.28 eV/A
energy above the lowest of the compared OMol25 structures with the same formula, charge and spin = 70.7 kJ/mol
molecular weight = 855.4 g mol⁻¹
spin multiplicity = 3
orbital gap (spin up / spin down) = 6.178 / 7.307 eV
LUMO (spin up / spin down) = 2.02 / 1.98 eV
highest occupied orbital energy (spin up / spin down) = -4.156 / -5.324 eV
total charge = -1

XYZ file:
```
75
Properties=species:S:1:pos:R:3:mulliken_spin:R:1
Mo 0.08 -0.01 -0.01 1.731
O -1.97 -0.90 -0.24 -0.055
C -3.03 -1.26 0.65 0.001
C -3.04 -2.70 1.14 -0.007
C -2.97 -3.78 0.05 0.001
C -1.55 -4.11 -0.35 0.008
C -0.87 -5.21 0.14 0.003
C 0.46 -5.39 -0.21 0.002
C 1.08 -4.47 -1.04 0.009
C 0.32 -3.40 -1.49 0.005
N -0.95 -3.23 -1.16 0.004
H -1.78 -1.66 -0.86 -0.007
H -3.97 -1.05 0.12 0.001
H -2.97 -0.57 1.50 0.010
H -3.99 -2.81 1.68 -0.002
H -2.24 -2.86 1.87 0.001
H -3.52 -3.46 -0.84 0.000
H -3.46 -4.69 0.41 0.000
H -1.37 -5.90 0.80 0.000
H 1.01 -6.24 0.17 0.000
H 2.12 -4.55 -1.32 0.000
H 0.77 -2.63 -2.12 -0.019
O -3.26 5.87 1.98 0.002
C -2.04 5.68 2.09 0.001
O -1.13 6.40 2.55 0.002
C -1.56 4.29 1.58 0.022
C -2.46 3.41 1.00 -0.013
C -2.03 2.17 0.57 0.051
N -0.76 1.78 0.70 -0.051
C 0.13 2.65 1.23 0.059
C -0.23 3.90 1.68 -0.012
C 1.56 2.15 1.22 0.023
O 2.48 2.80 1.67 0.007
O 1.70 0.97 0.66 -0.022
H -3.49 3.72 0.91 -0.001
H -2.70 1.46 0.10 -0.003
H 0.50 4.57 2.09 0.000
I 0.22 -1.61 2.31 0.025
C 4.90 1.28 0.01 0.003
N 4.42 0.24 0.89 -0.001
C 3.83 -0.91 0.50 0.005
Se 3.51 -1.46 -1.22 0.014
N 3.48 -1.57 1.63 -0.005
C 3.76 -0.81 2.75 -0.007
C 3.54 -1.02 4.10 0.003
C 3.96 -0.02 4.97 -0.001
C 4.57 1.15 4.49 0.000
C 4.78 1.35 3.14 0.000
C 4.37 0.35 2.28 0.000
H 5.12 0.83 -0.95 0.000
H 5.81 1.71 0.44 0.000
H 4.14 2.06 -0.10 -0.001
H 2.87 -2.38 1.59 0.003
H 3.04 -1.91 4.46 0.001
H 3.79 -0.14 6.03 0.000
H 4.86 1.91 5.20 0.000
H 5.21 2.27 2.77 0.000
C -1.92 -0.90 -3.49 0.003
C -0.77 -0.09 -4.00 0.020
C -0.62 0.14 -5.36 -0.024
C 0.40 0.92 -5.86 0.039
C 1.30 1.51 -4.97 -0.022
C 1.19 1.31 -3.61 0.018
C 2.12 1.98 -2.64 0.004
C 0.17 0.47 -3.12 0.011
N 0.13 0.26 -1.75 0.152
H -2.58 -1.20 -4.31 0.000
H -2.51 -0.33 -2.77 0.002
H -1.59 -1.81 -2.98 0.002
H -1.35 -0.30 -6.04 -0.001
H 0.50 1.09 -6.93 0.004
H 2.09 2.15 -5.35 -0.001
H 2.87 2.57 -3.18 0.000
H 1.57 2.66 -1.98 0.002
H 2.62 1.25 -2.01 -0.001
```

# C33H37NO2PPdSeSi

C33H37NO2PPdSeSi as an isolated structure in a non-equilibrium geometry (ωB97M-V/def2-TZVPD, the Open Molecules 2025 dataset).

## Properties
largest force on an atom = 3.62 eV/A
energy above the lowest of the compared OMol25 structures with the same formula, charge and spin = 129.2 kJ/mol
molecular weight = 724.1 g mol⁻¹
spin multiplicity = 5
orbital gap (spin up / spin down) = 4.370 / 4.529 eV
LUMO (spin up / spin down) = -3.78 / -6.49 eV
highest occupied orbital energy (spin up / spin down) = -8.151 / -11.024 eV
total charge = +1

XYZ file:
```
77
Properties=species:S:1:pos:R:3:mulliken_spin:R:1
Pd 9.31 -9.74 16.99 0.395
C 8.80 -9.09 20.60 0.033
P 8.13 -8.78 18.92 0.278
C 7.72 -7.01 18.94 0.027
C 6.41 -9.40 18.86 0.031
C 5.92 -10.24 19.84 0.026
C 4.54 -10.46 19.88 -0.012
C 3.68 -9.87 18.98 0.022
C 4.20 -9.16 17.91 -0.011
C 5.59 -8.93 17.83 0.011
H 8.95 -10.17 20.71 -0.008
H 8.15 -8.77 21.43 0.013
H 9.82 -8.67 20.71 -0.001
H 7.08 -6.73 19.78 0.008
H 7.20 -6.79 18.01 0.001
H 8.65 -6.45 19.00 0.003
H 6.58 -10.67 20.62 -0.001
H 4.15 -11.09 20.70 0.000
H 2.60 -9.95 19.06 0.001
H 3.52 -8.70 17.18 0.000
H 5.98 -8.33 17.02 -0.001
C 7.94 -10.82 14.00 0.009
Si 9.52 -10.92 14.97 0.066
C 11.01 -10.03 13.99 0.085
C 10.04 -12.71 15.14 0.026
C 9.15 -13.71 14.71 0.017
C 9.51 -15.04 14.90 -0.004
C 10.74 -15.41 15.45 0.018
C 11.60 -14.39 15.88 -0.011
C 11.27 -13.03 15.68 0.039
H 8.06 -11.36 13.03 0.005
H 7.73 -9.75 13.77 -0.015
H 7.03 -11.23 14.50 0.005
H 11.51 -10.81 13.36 0.007
H 11.69 -9.58 14.73 -0.001
H 10.57 -9.26 13.33 -0.001
H 8.24 -13.46 14.16 -0.001
H 8.83 -15.83 14.58 0.000
H 11.08 -16.45 15.48 0.000
H 12.55 -14.68 16.39 0.000
H 11.97 -12.25 15.96 0.010
C 9.49 -17.40 20.51 -0.002
C 9.30 -16.07 19.88 0.013
C 8.10 -15.67 19.32 -0.008
C 7.89 -14.40 18.75 -0.051
C 6.49 -14.02 18.32 0.029
C 8.97 -13.50 18.73 0.039
Se 8.63 -11.52 18.32 0.742
C 10.22 -13.86 19.29 0.020
C 11.35 -12.85 19.43 0.026
C 10.37 -15.16 19.85 0.001
H 8.74 -18.12 20.16 0.000
H 9.36 -17.29 21.63 0.002
H 10.47 -17.85 20.36 0.001
H 7.28 -16.36 19.43 0.001
H 5.90 -14.95 18.27 0.002
H 6.42 -13.50 17.32 -0.005
H 5.99 -13.31 19.00 -0.001
H 11.78 -12.62 18.44 0.001
H 12.16 -13.27 20.06 0.002
H 10.94 -11.91 19.85 -0.018
H 11.30 -15.45 20.29 0.001
O 6.42 -7.75 14.50 0.573
C 7.53 -7.39 14.84 0.151
N 8.41 -8.01 15.73 0.145
C 9.45 -7.20 16.01 0.138
O 10.32 -7.57 16.82 0.254
C 9.36 -5.95 15.20 0.225
C 10.06 -4.75 15.17 -0.042
C 9.64 -3.71 14.34 0.230
C 8.52 -3.91 13.50 0.094
C 7.79 -5.12 13.53 0.045
C 8.19 -6.11 14.39 0.298
H 10.91 -4.65 15.88 0.004
H 10.06 -2.71 14.36 0.008
H 8.19 -3.09 12.86 0.008
H 6.94 -5.26 12.86 0.004
```

# C2H4NP

A 2-piece molecular cluster, C2H4NP overall in a non-equilibrium geometry (ωB97M-V/def2-TZVPD, the Open Molecules 2025 dataset).

## Properties
largest force on an atom = 3.23 eV/A
SMILES = C#P.C=N
energy above the lowest of the compared OMol25 structures with the same formula, charge and spin = 228.9 kJ/mol
molecular weight = 73.0 g mol⁻¹
spin multiplicity = 1
orbital gap = 10.059 eV
LUMO = 0.44 eV
highest occupied orbital energy = -9.622 eV

XYZ file:
```
8
Properties=species:S:1:pos:R:3:nbo_charge:R:1
C -1.55 0.20 1.54 -0.740
P -0.83 0.64 2.85 0.510
H -2.32 -0.23 0.94 0.220
C 0.47 0.57 -0.36 -0.035
N 0.09 -0.58 -0.73 -0.599
H 1.46 0.97 -0.42 0.159
H -0.37 1.29 -0.33 0.161
H 0.83 -1.21 -0.64 0.325
```